[1]
H4O2 | ωB97M-V with the def2-TZVPD basis set

```
! RIJCOSX wB97M-V def2-TZVPD def2/J DEFGRID3
* xyz 1 2
O 0.99 0.77 0.87
O -0.58 -0.31 -0.61
H 1.64 0.04 1.05
H -1.12 0.21 -1.22
H 0.19 0.28 0.08
H -1.13 -0.97 -0.17
*
```

- highest occupied orbital energy (spin up / spin down) (eV) = -20.144 / -19.899
- molecular weight (g mol⁻¹) = 36.0

Results of the Löwdin charge analysis, in e, for atoms 1 through 4:
1. O 0.31
2. O 0.17
3. H 0.15
4. H 0.16


[2]
C14H22BeCl8F6N3O4S2 | ωB97M-V with the def2-TZVPD basis set

```
! RIJCOSX wB97M-V def2-TZVPD def2/J DEFGRID3
* xyz 1 1
Cl -6.42 5.18 3.72
Cl 2.35 -3.25 3.28
Cl 3.20 -4.31 -3.70
Cl -3.93 6.40 5.64
Cl 2.90 -1.50 -1.94
Cl 5.72 3.10 -3.08
Cl -0.65 -4.26 1.72
Cl 8.04 0.82 -2.28
S -2.59 2.03 0.00
S -0.57 0.28 -0.58
F -4.54 1.29 1.68
F -4.63 0.31 -0.21
F -3.12 -0.31 1.17
F 1.70 1.50 -1.36
F 0.58 0.66 -3.02
F -0.06 2.44 -2.09
O -1.53 -0.53 -1.26
O -2.76 2.08 -1.42
O 0.44 -0.48 0.15
O -2.88 3.26 0.71
N -0.40 0.42 3.28
N -0.28 -3.48 -1.83
N -1.12 1.53 0.49
C -1.02 -0.53 3.44
C 6.38 0.91 -1.61
C 1.05 -4.22 1.06
C 1.79 -2.99 1.60
C 5.35 1.42 -2.58
C 0.50 1.26 -1.85
C -3.82 0.73 0.73
C -1.89 -1.69 3.64
C 2.61 -1.60 -3.70
C 3.55 -2.65 -4.29
C -3.96 6.32 3.85
C -4.70 5.14 3.29
C -2.85 -3.36 -1.51
C -1.41 -3.39 -1.67
Be 0.45 2.50 1.91
H 2.76 -0.62 -4.14
H -1.48 -2.44 4.31
H 3.36 -2.73 -5.36
H -2.69 -1.15 4.18
H -2.26 -1.96 2.66
H 1.60 -5.14 1.23
H 2.64 -2.76 0.97
H -4.28 7.28 3.45
H -3.31 -4.17 -2.08
H 4.41 1.39 -2.03
H 1.55 -1.86 -3.76
H -3.35 -2.47 -1.88
H 5.28 0.73 -3.42
H 4.59 -2.45 -4.06
H -4.32 4.19 3.66
H 6.41 1.54 -0.72
H 6.04 -0.06 -1.25
H -4.66 5.13 2.21
H -3.08 -3.51 -0.46
H 1.24 -2.05 1.66
H -2.93 6.25 3.50
H 1.00 -4.18 -0.03
*
```

- highest occupied orbital energy (eV) = -12.596
- molecular weight (g mol⁻¹) = 767.1

Results of the Löwdin charge analysis, in e, for atoms 1 through 4:
1. Cl 0.56
2. Cl 0.53
3. Cl 0.53
4. Cl 0.53


[3]
CH4N2 | ωB97M-V with the def2-TZVPD basis set

```
! RIJCOSX wB97M-V def2-TZVPD def2/J DEFGRID3
* xyz 0 1
N -0.17 0.73 3.13
N 0.02 0.04 2.32
C -0.03 -0.15 -1.14
H 0.02 0.33 -2.14
H -0.44 0.47 -0.27
H -0.49 -1.15 -1.07
H 1.09 -0.26 -0.83
*
```

- SMILES string = N#N.C
- highest occupied orbital energy (eV) = -12.521
- molecular weight (g mol⁻¹) = 44.1

Results of the Löwdin charge analysis, in e, for atoms 1 through 4:
1. N 0.02
2. N 0.02
3. C -0.09
4. H 0.01


[4]
C18H23FN6 | ωB97M-V with the def2-TZVPD basis set

```
! RIJCOSX wB97M-V def2-TZVPD def2/J DEFGRID3
* xyz 0 1
F -0.21 1.12 1.38
N 0.90 -1.69 3.79
N 1.57 -1.98 -6.56
N 0.01 -4.28 -3.24
N -2.55 3.51 0.31
N -2.23 2.78 6.10
N -4.50 1.48 3.03
C -3.90 0.58 2.67
C 0.26 0.21 0.49
C -1.43 3.64 0.11
C -0.93 3.12 3.86
C 1.50 -0.88 4.34
C 1.38 -0.53 0.78
C 1.25 -1.47 -1.43
C -0.16 -4.98 -5.75
C -0.31 0.22 -0.77
C 1.67 -1.13 -5.80
C 1.79 -0.05 -4.82
C -0.05 -4.58 -4.35
C 2.23 0.16 5.04
C 0.14 -0.67 -1.72
C 1.90 -1.36 -0.21
C 0.00 3.79 -0.17
C -1.69 2.89 5.09
C -3.17 -0.61 2.20
H -3.53 -0.74 1.17
H 0.56 3.08 0.44
H -2.10 -0.42 2.13
H 0.63 -4.52 -6.34
H 2.34 0.77 -5.28
H 3.02 -0.34 5.60
H -0.07 -6.06 -5.80
H 2.62 0.85 4.29
H 0.28 3.81 -1.22
H -1.07 -4.60 -6.21
H -1.23 0.76 -0.99
H -3.46 -1.47 2.79
H 1.81 -0.50 1.77
H 0.78 0.23 -4.52
H 0.06 3.47 4.16
H 0.25 4.80 0.16
H -0.82 2.19 3.30
H 1.55 0.72 5.69
H 1.62 -2.16 -2.18
H -1.39 3.89 3.25
H 2.73 -2.03 0.00
H -0.39 -0.69 -2.66
H 2.36 -0.36 -3.95
*
```

- SMILES string = Fc1ccccc1.CC#N.CC#N.CC#N.CC#N.CC#N.CC#N
- highest occupied orbital energy (eV) = -9.714
- molecular weight (g mol⁻¹) = 342.4

Results of the Löwdin charge analysis, in e, for atoms 1 through 4:
1. F 0.01
2. N 0.15
3. N 0.14
4. N 0.13


[5]
C3H9ClSSi | ωB97M-V with the def2-TZVPD basis set

```
! RIJCOSX wB97M-V def2-TZVPD def2/J DEFGRID3
* xyz 0 1
Cl 3.14 0.80 1.02
S -0.57 1.55 -0.86
Si 2.66 -0.78 -0.03
C -0.85 0.78 0.80
C -2.03 -0.18 0.80
C 0.09 0.32 -1.91
H -1.78 -1.23 0.97
H -2.66 -0.11 -0.16
H 1.77 -1.72 0.97
H 3.59 -1.56 -0.77
H 0.04 0.22 0.99
H -2.62 0.11 1.64
H -0.35 -0.62 -1.75
H -0.88 1.77 1.22
H 0.45 0.66 -2.93
*
```

- highest occupied orbital energy (spin up / spin down) (eV) = -7.321 / -7.303
- molecular weight (g mol⁻¹) = 140.7

Results of the Löwdin charge analysis, in e, for atoms 1 through 4:
1. Cl 0.20
2. S 0.75
3. Si 0.15
4. C -0.50


[6]
C20H26N3O2STl | ωB97M-V with the def2-TZVPD basis set

```
! RIJCOSX wB97M-V def2-TZVPD def2/J DEFGRID3
* xyz 2 1
Tl -1.89 -1.10 0.06
S -0.28 1.15 2.42
O -0.53 -0.24 1.82
O -0.71 1.20 -1.22
N 1.14 0.10 -2.66
N 1.45 1.12 -2.16
N 0.90 -1.98 -1.06
C 0.98 5.93 -0.75
C 1.03 -3.03 -0.26
C 1.62 3.78 2.52
C 0.54 3.25 -1.23
C 1.51 1.22 2.61
C -0.48 4.03 -0.67
C 1.99 2.51 3.28
C -0.82 1.09 4.14
C 1.78 3.82 -1.54
C -0.10 0.16 5.11
C 0.88 -0.99 -3.23
C 0.95 -2.21 -2.38
C 1.21 -4.55 -2.09
C 1.09 -3.46 -2.95
C -0.20 -1.32 4.79
C -0.26 5.37 -0.43
C 1.18 -4.33 -0.73
C 1.99 5.16 -1.30
C 0.25 1.86 -1.47
C 0.59 -1.00 -4.70
H 2.07 4.65 2.99
H 3.07 2.43 3.37
H 0.24 -1.91 5.59
H 0.31 -1.58 3.86
H 1.81 0.32 3.15
H 1.15 6.98 -0.56
H 0.99 -2.83 0.81
H -1.88 0.84 4.05
H -1.04 5.98 -0.01
H 0.95 0.46 5.21
H -0.37 -1.49 -4.87
H 2.95 5.61 -1.54
H 1.61 2.56 4.31
H 0.54 3.94 2.49
H -0.77 2.13 4.46
H -0.54 0.36 6.09
H 1.98 3.73 1.49
H -1.25 -1.63 4.69
H 2.57 3.21 -1.97
H 0.56 0.01 -5.10
H 1.28 -5.15 -0.03
H 1.37 -1.56 -5.21
H -1.44 3.58 -0.44
H 1.89 1.15 1.59
H 1.11 -3.59 -4.02
H 1.32 -5.55 -2.49
*
```

- highest occupied orbital energy (eV) = -14.767
- molecular weight (g mol⁻¹) = 576.9

Results of the Löwdin charge analysis, in e, for atoms 1 through 4:
1. Tl 1.02
2. S 0.93
3. O -0.80
4. O 0.01